Below is an isolated ion of composition C17H22N3O6S and charge +1, with properties calculated with ωB97M-V/def2-TZVPD.

Each line ends with the Mulliken charge.
Geometry (Å):
C (4.68587, -3.85962, 0.57901)  -1.060
C (3.74035, -2.83376, 0.08293)  0.744
O (3.54712, -1.73746, 0.54516)  -0.625
O (2.93723, -3.27007, -0.95958)  -0.328
C (2.65044, -2.39741, -2.00544)  0.424
O (3.47833, -1.74478, -2.55474)  -0.473
C (1.16794, -2.42745, -2.35056)  -0.470
C (0.48772, -1.28572, -1.66143)  0.190
N (-0.60492, -0.70314, -2.04426)  -0.977
N (-0.79245, 0.30096, -1.14943)  0.951
C (-1.93286, 1.19583, -1.26767)  -1.487
C (-3.21081, 0.60883, -0.72049)  1.144
C (-4.39217, 1.26801, -0.99936)  -0.851
C (-5.58432, 0.78546, -0.48950)  -0.645
C (-5.59460, -0.35622, 0.29029)  -0.559
C (-4.41819, -1.02855, 0.57990)  0.203
C (-4.44930, -2.27867, 1.41387)  -1.530
C (-3.22799, -0.53287, 0.06751)  0.116
C (0.16322, 0.34908, -0.24325)  0.596
C (0.38485, 1.29494, 0.87735)  -1.155
C (1.55801, 2.23578, 0.54984)  -0.518
C (1.86635, 3.17212, 1.71033)  -0.815
S (3.49165, 3.86314, 1.55593)  1.192
O (3.67498, 4.81214, 2.60675)  -0.599
O (4.39449, 2.78210, 1.34515)  -0.576
O (3.36509, 4.64187, 0.18350)  -0.483
N (0.98909, -0.65589, -0.55413)  0.307
H (5.42805, -3.35678, 1.19217)  0.355
H (4.14637, -4.56796, 1.20878)  0.292
H (5.14286, -4.39942, -0.24368)  0.345
H (1.06272, -2.31756, -3.42681)  0.377
H (0.75607, -3.39139, -2.05781)  0.315
H (-2.04981, 1.46173, -2.31591)  0.508
H (-1.66929, 2.10953, -0.73680)  0.370
H (-4.38952, 2.15858, -1.61366)  0.448
H (-6.49895, 1.31389, -0.71349)  0.389
H (-6.53618, -0.72619, 0.67235)  0.453
H (-5.04649, -2.11082, 2.30934)  0.371
H (-3.45491, -2.60856, 1.69814)  0.360
H (-4.95234, -3.07247, 0.86102)  0.333
H (-2.30741, -1.05553, 0.29602)  0.197
H (-0.52559, 1.84870, 1.09024)  0.365
H (0.64783, 0.69074, 1.74636)  0.472
H (1.33755, 2.79549, -0.35938)  0.363
H (2.43498, 1.62655, 0.32295)  0.477
H (1.18268, 4.01969, 1.70794)  0.355
H (1.85992, 2.66318, 2.67083)  0.442
H (3.16923, 5.56944, 0.38880)  0.375
H (1.88709, -0.84945, -0.08510)  0.323

LUMO energy	-2.68	eV
total energy	-1674.71405	hartree
total charge	+1
SMILES string	CC(=O)OC(=O)Cc1nn(Cc2cccc(C)c2)c(CCCS(=O)(=O)O)[nH+]1